12
Properties=species:S:1:pos:R:3:forces:R:3:mulliken_charge:R:1 method="wB97M-V/def2-TZVPD" orbital_gap_ev="4.4 / 5.7" lumo_ev="-10.025 / -9.837" largest_force_ev_per_a=3.1 charge=+2 relative_energy_kj_mol=0.0 multiplicity=8 e_homo_ev="-14.42 / -15.52"
O 2.829894 1.135939 -0.375115 2.2 1.9 0.0 -0.576
C 1.653968 0.991012 -0.612197 0.4 -2.4 0.3 -0.040
Sm 5.216800 2.509251 -0.548274 -1.3 -0.8 0.1 1.907
H 0.239682 1.659091 -0.751160 -1.3 -1.2 1.8 0.241
O -2.194645 -1.852340 0.055491 0.2 0.2 0.0 -0.501
C -1.582368 -0.680478 0.548000 -0.4 -0.1 -0.6 -0.305
C -0.194879 -0.605421 -0.007431 -0.2 0.5 0.9 -0.106
C 0.478835 0.582915 -0.097903 0.4 1.8 -2.4 0.090
H -3.142513 -1.708633 -0.014471 -0.1 -0.1 0.0 0.330
H -1.515968 -0.716369 1.651194 0.1 0.1 -0.2 0.268
H -2.150017 0.224570 0.276014 0.2 -0.2 0.1 0.324
H 0.361210 -1.539541 -0.124144 -0.2 0.3 0.0 0.370